[1]
The following is a quantum chemistry calculation of C29H54ClOPPt as an isolated structure, from OMol25.

Properties
* E_LUMO (spin up / spin down): 0.61 / -2.70 eV
* total charge: 0
* ⟨S²⟩: 6.018
* gap between HOMO and LUMO (spin up / spin down): 0.2122 / 0.2211 Ha
* multiplicity: 5
* HOMO (spin up / spin down): -5.162 / -8.720 eV

Cartesian coordinates (Å):
Pt -1.6900 -0.5281 0.9053
Cl -3.7218 -1.5673 1.5996
P 0.2979 -0.1419 -0.1915
C -1.0342 3.1356 0.0372
H -0.5689 4.1104 -0.2022
H -0.6780 2.4962 0.8562
C 0.4694 -1.8532 -0.9348
C 1.6653 0.2641 1.0513
C 1.5384 -2.0658 -1.9980
H 0.7057 -2.4721 -0.0484
C 1.6642 -3.5737 -2.2618
H 1.2657 -1.5491 -2.9303
H 2.5124 -1.6744 -1.6701
C 0.3215 -4.2327 -2.6178
H 2.3971 -3.7463 -3.0641
H 2.0649 -4.0356 -1.3485
C -0.8220 -3.8451 -1.6708
H 0.0441 -3.9414 -3.6386
H 0.4495 -5.3219 -2.6125
C -0.8906 -2.3185 -1.4723
H -1.7833 -4.2211 -2.0521
H -0.6559 -4.3059 -0.6834
H -1.1322 -1.8163 -2.4261
H -1.7114 -2.0793 -0.7580
C 0.7118 0.9920 -1.6979
C 2.0722 1.7489 1.1544
H 1.2349 -0.0313 2.0292
C 3.1100 1.9060 2.2849
H 2.5143 2.1180 0.2138
H 1.1879 2.3761 1.3232
C 4.3307 0.9860 2.1227
H 3.4505 2.9477 2.3284
H 2.6332 1.6959 3.2546
C 3.9667 -0.4755 1.8393
H 4.9814 1.3601 1.3192
H 4.9321 1.0108 3.0396
C 2.8685 -0.6412 0.7815
H 4.8534 -1.0185 1.4901
H 3.6561 -0.9733 2.7707
H 3.2945 -0.4111 -0.2108
H 2.5402 -1.6931 0.7769
C -0.1033 0.8091 -2.9944
H 0.3974 1.9313 -1.1958
C 0.1316 1.9997 -3.9548
H 0.2004 -0.1120 -3.5212
H -1.1861 0.7288 -2.8270
C 1.6012 2.2470 -4.3060
H -0.4213 1.8278 -4.8852
H -0.2850 2.9176 -3.5111
C 2.4779 2.2386 -3.0591
H 1.9498 1.4742 -5.0045
H 1.7126 3.2109 -4.8207
C 2.1943 1.0528 -2.1169
H 3.5294 2.1947 -3.3511
H 2.3548 3.1832 -2.5092
H 2.4533 0.1295 -2.6588
H 2.8694 1.1108 -1.2484
C -2.4675 0.9729 -0.3070
C -2.3609 2.8697 -0.3315
H -1.8980 0.8261 -1.2346
C -3.4495 3.4347 0.6160
H -2.5762 3.0700 -1.3991
C -4.4134 2.3968 1.1989
H -2.9273 3.9360 1.4545
H -4.0343 4.2128 0.1107
C -5.0019 1.4694 0.1496
H -3.8756 1.8308 1.9598
H -5.2539 2.9031 1.6929
C -3.9046 0.8228 -0.7577
H -5.6682 0.7099 0.5779
H -5.6763 2.0321 -0.5094
H -4.1175 -0.2555 -0.8791
H -3.9958 1.2964 -1.7512
C -1.4733 -3.1263 3.7203
C -0.7590 -1.7989 3.5016
C -1.5946 -0.6655 4.0713
C 0.5961 -1.8261 4.2101
O -0.5049 -1.6739 2.1053
H -1.5356 -3.3700 4.7867
H -0.9356 -3.9285 3.2071
H -2.4865 -3.0758 3.3049
H -1.6660 -0.7446 5.1539
H -1.1594 0.3057 3.8074
H -2.6010 -0.6995 3.6489
H 1.2609 -2.5608 3.7443
H 1.0769 -0.8359 4.1523
H 0.4801 -2.0859 5.2707

---

[2]
The following is a quantum chemistry calculation of a 2-piece molecular cluster, C5H14 overall, from OMol25.

Properties
* E_LUMO: 1.11 eV
* total charge: 0
* energy above the lowest of the compared OMol25 structures with the same formula, charge and spin: 3.3 kcal/mol
* gap between HOMO and LUMO: 0.4596 Ha
* multiplicity: 1
* HOMO: -11.397 eV

Cartesian coordinates (Å):
C 0.2941 -2.2245 0.8348
C 1.0330 -0.8949 0.8229
C 0.5855 -3.0432 -0.4221
H 0.5587 -2.8120 1.7186
H -0.7748 -2.0720 0.9708
H 2.1014 -1.0778 0.6320
H 1.5845 -3.4684 -0.3745
H 0.9662 -0.3378 1.7572
H 0.6969 -0.2738 -0.0027
H -0.1155 -3.8749 -0.5211
H 0.4655 -2.4150 -1.3079
C -1.5091 2.3044 -0.3920
C -0.3419 3.2660 -0.5893
H -1.5253 1.5342 -1.1612
H -1.4119 1.8103 0.5795
H -2.4580 2.8466 -0.4370
H -0.5313 4.2409 -0.1452
H 0.6648 2.9426 -0.3207
H -0.2829 3.5495 -1.6420

---

[3]
The following is a quantum chemistry calculation of the molecule C4H4N2, from OMol25.

Properties
* E_LUMO (spin up / spin down): -1.45 / -1.67 eV
* total charge: 0
* energy above the lowest of the compared OMol25 structures with the same formula, charge and spin: 157.6 kcal/mol
* gap between HOMO and LUMO (spin up / spin down): 0.2504 / 0.2359 Ha
* multiplicity: 1
* HOMO (spin up / spin down): -8.265 / -8.085 eV

Cartesian coordinates (Å):
C -0.8482 -0.2222 0.7710
C -3.0890 -0.3499 -0.3697
C 0.0941 0.1721 -0.1205
C 1.5228 0.2874 -0.0974
N -1.8824 -0.2014 -0.1635
N -0.7395 0.3513 -1.1602
H -0.7917 -0.9191 1.5381
H 1.8382 1.2997 -0.0803
H 1.9370 -0.1667 -1.0572
H 1.9586 -0.2510 0.7397

---

[4]
The following is a quantum chemistry calculation of a 6-piece molecular cluster, C45H66BF11N2O24S overall, from OMol25.

Properties
* E_LUMO: -0.97 eV
* total charge: 0
* gap between HOMO and LUMO: 0.3487 Ha
* multiplicity: 1
* HOMO: -10.453 eV

Cartesian coordinates (Å):
C -0.2548 2.8549 5.5359
C -0.6839 4.3452 5.8223
C 0.3967 5.3257 5.2357
C 0.2758 5.3937 3.6626
C 1.6674 5.3111 2.9293
C 1.7808 3.9166 2.2152
C 2.9863 3.8089 1.2250
C 4.2696 3.1628 1.8937
C 5.1266 2.3743 0.8485
C 4.7735 0.8556 0.8197
C 4.8906 0.1686 2.2464
C 3.4289 -0.2072 2.6813
C 3.3547 -1.2428 3.8612
C 2.5609 -2.5224 3.3776
C 1.0887 -2.5097 3.8587
F 0.6843 -3.8515 3.9743
O 0.1903 -1.9155 2.9479
C -0.7216 -1.0794 3.6251
C -1.8180 -0.4582 2.6543
O -1.7405 -1.0553 1.3642
C -1.5389 -0.1906 0.2967
B -0.1429 0.6721 0.3726
O 0.2111 1.6362 -0.6035
O 0.7745 0.4601 1.3674
C -1.2776 -1.1834 -0.9389
O -1.3430 -2.3295 -0.7889
N -1.0041 -0.6529 -2.2539
C 0.2003 -1.1143 -2.7999
O 0.4669 -2.2139 -3.0026
F 1.1276 -0.1635 -3.1702
S -3.0008 0.7878 -0.2759
O -3.7709 -0.1133 -1.1157
O -2.6782 1.9401 -1.0906
C -4.1832 1.3630 1.0351
F -4.6647 0.3603 1.8032
F -5.2698 1.7859 0.3461
C -3.6698 2.5406 1.9622
F -2.3836 2.8306 1.6468
F -3.8060 2.1035 3.2420
C -4.4852 3.8658 1.8749
F -4.4733 4.4049 0.6372
F -5.7651 3.7094 2.2753
C -3.9181 5.0202 2.8094
F -2.7314 5.4676 2.4125
F -3.9773 4.7221 4.1024
F -4.7768 6.0558 2.6290
N -1.4446 -1.9651 4.6232
C -1.6220 -1.3909 5.6803
O -1.7148 -1.0422 6.7478
H -1.1558 2.2716 5.2478
H 0.2016 2.3609 6.4139
H 0.4396 2.8462 4.6713
H -1.6746 4.5500 5.3686
H -0.6950 4.5011 6.9233
H 1.3970 4.9204 5.5045
H 0.2611 6.3599 5.6174
H -0.2407 6.3323 3.3767
H -0.3312 4.5198 3.3330
H 1.7945 6.1330 2.1918
H 2.4981 5.3969 3.6613
H 1.8183 3.1229 2.9938
H 0.8477 3.7456 1.6238
H 2.6725 3.1603 0.3736
H 3.2861 4.8067 0.8432
H 3.8937 2.5243 2.7221
H 4.8810 3.9640 2.3576
H 6.2188 2.5183 0.9947
H 4.8613 2.7998 -0.1498
H 5.3746 0.2989 0.0667
H 3.7133 0.7923 0.4596
H 5.3640 0.8612 2.9718
H 5.4931 -0.7579 2.1494
H 2.8272 0.6911 2.9333
H 2.9744 -0.7025 1.7973
H 2.7792 -0.8026 4.7135
H 4.3484 -1.5042 4.2766
H 2.6964 -2.7283 2.2985
H 3.0439 -3.3756 3.9100
H 1.0902 -2.0090 4.8537
H -0.2364 -0.2665 4.2099
H -2.7857 -0.7863 3.0982
H -1.8268 0.6488 2.6924
H 0.7142 1.1870 -1.3065
H 1.6495 0.5495 0.9443
H -1.0907 0.3668 -2.2962
C -3.6716 3.5946 -5.2027
C -2.2359 3.6762 -4.7381
C -2.0282 4.6219 -3.5871
O -0.6802 5.0554 -3.7847
C -0.4289 4.9661 -5.1188
O 0.5128 5.4485 -5.6616
O -1.4006 4.2522 -5.7518
H -3.7749 2.8361 -5.9815
H -4.3404 3.3398 -4.3818
H -3.9916 4.5382 -5.6407
H -1.8523 2.6763 -4.5080
H -2.1411 4.1321 -2.6204
H -2.6837 5.4966 -3.6220
C -6.8992 0.2259 -7.7240
C -7.4860 1.5289 -7.2320
C -7.5450 2.6024 -8.2868
O -7.4370 3.7979 -7.5132
C -6.7431 3.4793 -6.3884
O -6.2826 4.2725 -5.6318
O -6.6402 2.1293 -6.2435
H -6.9565 -0.5351 -6.9443
H -7.4306 -0.1395 -8.6042
H -5.8419 0.3442 -7.9695
H -8.4681 1.3577 -6.7812
H -8.4785 2.5864 -8.8474
H -6.7072 2.5651 -8.9888
C 2.5647 -4.3934 -3.0092
C 3.8451 -3.6247 -2.7993
C 5.0838 -4.4643 -2.9537
O 6.0105 -3.8082 -2.0847
C 5.2782 -3.2015 -1.1149
O 5.7322 -2.7536 -0.1097
O 3.9589 -3.1761 -1.4390
H 1.7021 -3.7254 -2.9680
H 2.5576 -4.8986 -3.9749
H 2.4227 -5.1350 -2.2204
H 3.8743 -2.7457 -3.4512
H 5.4545 -4.4772 -3.9774
H 4.9533 -5.4938 -2.6090
C 5.8740 -8.2974 3.0546
C 5.2295 -7.0072 3.5063
C 5.1172 -5.9734 2.4172
O 5.1721 -4.7493 3.1487
C 5.8843 -4.9980 4.2807
O 6.3081 -4.1583 5.0076
O 6.0498 -6.3364 4.4700
H 5.8545 -9.0341 3.8591
H 5.3568 -8.7157 2.1895
H 6.9238 -8.1388 2.8001
H 4.2577 -7.2081 3.9673
H 4.1826 -6.0517 1.8626
H 5.9531 -5.9943 1.7115
C -3.6959 -4.4001 -4.0766
C -2.8319 -5.5948 -3.7448
C -2.4729 -5.6937 -2.2856
O -1.2108 -6.3621 -2.3268
C -0.6410 -6.0557 -3.5211
O 0.4996 -6.2575 -3.7938
O -1.5434 -5.4807 -4.3613
H -3.9906 -4.4242 -5.1271
H -4.5987 -4.3829 -3.4640
H -3.1453 -3.4692 -3.9262
H -3.3009 -6.5158 -4.1044
H -3.1991 -6.2708 -1.7148
H -2.3356 -4.7200 -1.8065

---

[5]
The following is a quantum chemistry calculation of a 2-piece molecular cluster, C10H12O4S overall, from OMol25.

Properties
* E_LUMO: -0.29 eV
* total charge: 0
* energy above the lowest of the compared OMol25 structures with the same formula, charge and spin: 0.0 kcal/mol
* gap between HOMO and LUMO: 0.3434 Ha
* multiplicity: 1
* HOMO: -9.639 eV

Cartesian coordinates (Å):
O 0.6160 -0.5207 1.5414
C -0.4755 -0.7414 2.0166
O -1.0861 -1.7477 2.3054
S -1.4157 0.9324 2.3394
C -2.3013 1.4161 0.8350
C -1.4405 1.3099 -0.4278
O -1.1263 2.3359 -0.9689
C -1.0321 0.0063 -0.9963
C 0.1315 -0.0119 -1.7630
C 0.5582 -1.1805 -2.3568
C -0.1745 -2.3532 -2.2033
C -1.3187 -2.3521 -1.4262
C -1.7420 -1.1731 -0.8387
H -2.4026 0.6705 3.2200
H -3.2283 0.8572 0.7106
H -2.5598 2.4631 0.9539
H 0.6965 0.8964 -1.9098
H 1.4646 -1.2002 -2.9435
H 0.1756 -3.2478 -2.6977
H -1.8860 -3.2615 -1.2992
H -2.6539 -1.1833 -0.2531
C 3.2988 1.4327 1.3024
O 3.9935 1.6111 0.0657
H 2.6542 2.2956 1.4531
H 2.6864 0.5333 1.2691
H 4.0100 1.3684 2.1312
H 4.5580 0.8447 -0.0596

---

[6]
The following is a quantum chemistry calculation of C8H21BI2IrNOP2 as an isolated structure, from OMol25.

Properties
* E_LUMO (spin up / spin down): -12.72 / -14.66 eV
* total charge: +3
* ⟨S²⟩: 8.770
* energy above the lowest of the compared OMol25 structures with the same formula, charge and spin: 61.8 kcal/mol
* gap between HOMO and LUMO (spin up / spin down): 0.1981 / 0.2098 Ha
* multiplicity: 6
* HOMO (spin up / spin down): -18.111 / -20.371 eV

Cartesian coordinates (Å):
I -3.0927 0.2568 -3.2292
I -0.7206 0.2305 -4.5031
Ir -0.3933 0.1841 0.4861
P -0.4563 -1.9460 -0.3635
C -0.7913 -3.0083 1.1031
C -1.4468 -2.8059 -1.6431
H -1.3329 -3.8998 -1.5383
H 1.2294 -3.6017 -1.0296
H -1.1249 -2.4939 -2.6399
H 1.4915 -2.0070 -1.7872
H -1.7538 -2.7260 1.5334
H -2.4990 -2.5208 -1.5678
C 1.2258 -2.5166 -0.8525
H -0.8454 -4.0688 0.8276
H 1.9723 -2.2633 -0.0906
H -0.0469 -2.8497 1.8880
P -0.3669 2.2549 -0.3539
C -0.6996 3.3354 1.1208
C 1.3659 2.7005 -0.7717
H -0.8974 2.8699 -2.6267
H -1.0703 4.2792 -1.5104
H -2.3172 2.9876 -1.5805
C -1.2452 3.1949 -1.6394
H 1.5395 2.4312 -1.8177
H 1.5612 3.7688 -0.6150
H -0.5342 4.3904 0.8839
H -0.0561 3.0456 1.9583
H 2.0336 2.0975 -0.1396
H -1.7450 3.2266 1.4279
C -1.6526 0.3108 1.8490
O -2.5054 0.1573 2.6623
B 2.7288 -1.0832 2.8150
C 2.1413 -0.2587 1.6440
N 1.6383 0.2191 0.6773
H 3.6564 -1.7422 2.3791
H 1.9424 -1.8565 3.4204
H 3.0674 -0.2928 3.6235

---

Number 1: molecular weight 680.26 g/mol, E -2133.24314 Ha. Number 2: molecular weight 74.17 g/mol, E -198.88384 Ha. Number 3: molecular weight 80.09 g/mol, E -264.07525 Ha. Number 4: molecular weight 1270.87 g/mol, E -5191.20432 Ha. Number 5: molecular weight 228.27 g/mol, E -1087.34689 Ha. Number 6: molecular weight 666.05 g/mol, E -1853.38744 Ha.